[1]
The following is a DFT calculation (ωB97M-V/def2-TZVPD) of a cluster of 10 separate species, C26H84N9O2 in total in a non-equilibrium geometry.

Computed properties:
Highest occupied orbital energy in eV: -13.62
Total energy in Ha: -1683.29403
ΔE to the lowest compared entry with this formula, charge and spin in kJ/mol: 0.0
HOMO-LUMO gap in hartree: 0.206
Total charge: +3
LUMO energy in eV: -8.01

Each line ends with the Mulliken charge.
Element x y z (Å)
N -0.95065 -0.33201 -3.83722  -0.0005
H -1.68077 0.17679 -4.33676  0.4789
H 0.02589 0.14276 -3.84374  0.1867
H -0.91154 -1.23755 -4.30816  0.4507
H -1.34933 -0.49008 -2.86216  -0.0667
N -0.01152 -4.88382 -0.42458  -0.0076
H -0.05919 -5.77082 0.07605  0.4299
H -0.53394 -5.06714 -1.28164  0.4570
H 0.98045 -4.52173 -0.59737  0.0534
H -0.59020 -4.18312 0.10906  0.0008
N -4.05835 -3.44661 2.50582  -0.3620
H -4.06115 -4.39495 2.89705  0.4196
H -4.20154 -2.76571 3.24938  0.3739
H -4.78484 -3.44427 1.79458  0.3494
H -3.13908 -3.36808 1.97830  0.1236
N -3.37332 -3.00946 -1.03685  -0.2389
H -3.13820 -3.46887 -1.91669  0.3763
H -4.34830 -3.09753 -0.76364  0.3749
H -3.17311 -1.98970 -1.20723  0.0089
H -2.69524 -3.30377 -0.29278  0.2249
N -4.06758 1.10317 -1.27407  0.0027
H -3.82997 1.95163 -0.71096  -0.0400
H -4.38018 1.35022 -2.21437  0.4307
H -4.84584 0.55389 -0.91107  0.4813
H -3.25095 0.41255 -1.31568  0.1211
O -1.74194 -3.07711 0.95231  -1.2418
C -1.18925 -1.74782 0.96695  0.2533
C -0.99733 -0.96472 -0.35555  0.4178
O -2.00288 -0.80210 -1.34304  -0.7541
H -0.18339 -1.90720 1.37108  -0.0646
H -1.71404 -1.14670 1.71331  -0.0203
H -0.14725 -1.43308 -0.88079  -0.4658
H -0.58347 0.02359 -0.11288  0.0915
C 2.04483 -4.44452 2.18268  -1.5044
C 2.47573 -3.48926 1.08992  0.0795
N 2.68979 -4.08561 -0.25003  0.8557
C 3.16212 -3.07551 -1.20732  -0.3046
C 4.59875 -2.57825 -1.05818  -1.4871
C 3.52001 -5.29798 -0.22751  -0.6984
C 3.72024 -5.98303 -1.58340  -1.3772
H 1.59177 -3.93807 3.03468  0.4158
H 2.88517 -5.04814 2.51461  0.4145
H 1.21832 -5.06984 1.83483  0.2596
H 1.76070 -2.67300 0.94526  -0.0094
H 3.38462 -2.97948 1.43221  0.3626
H 2.93203 -3.59694 -2.15047  0.5433
H 2.47567 -2.24619 -1.42792  -0.6153
H 4.75080 -2.13527 -0.07259  0.3119
H 5.26410 -3.43541 -1.14287  0.3521
H 4.85618 -1.79063 -1.76249  0.4557
H 3.12515 -6.06935 0.43266  0.4798
H 4.47394 -4.98966 0.21440  0.5434
H 2.78041 -6.13675 -2.12397  0.2844
H 4.06968 -7.00541 -1.43465  0.3983
H 4.42477 -5.50650 -2.26252  0.2883
C -2.63728 1.59371 2.15519  -0.6744
C -2.20234 2.81713 1.34371  -1.0547
N -3.25240 3.44152 0.53980  0.5859
C -4.36088 3.94438 1.36862  -0.6610
C -5.55932 3.03903 1.32904  -1.1661
C -2.61141 4.55188 -0.19046  -0.6968
C -3.25967 4.96406 -1.52087  -1.4166
H -3.16388 1.84092 3.08117  0.4384
H -1.77598 1.05635 2.55447  -0.1152
H -3.25315 0.93362 1.53612  0.2632
H -1.85655 3.52707 2.10714  0.5908
H -1.33159 2.45902 0.79213  0.2710
H -4.06020 4.23611 2.38181  0.3199
H -4.67442 4.91732 0.97710  0.5797
H -5.83226 2.78151 0.30716  0.1916
H -5.38420 2.15486 1.95420  0.2320
H -6.42372 3.46786 1.84105  0.4569
H -1.53601 4.45688 -0.32072  0.5245
H -2.73236 5.45122 0.42782  0.4489
H -4.32084 5.19946 -1.47245  0.3514
H -3.25172 4.10422 -2.21060  0.2058
H -2.60269 5.68922 -1.99451  0.4221
C -0.10088 3.14932 -2.91432  -1.0341
C 1.17330 2.31993 -2.68389  -0.2465
N 1.35062 1.15671 -3.56745  0.4531
C 2.51440 0.37847 -3.13331  -0.6299
C 2.63531 -0.94347 -3.91823  -1.0927
C 1.36333 1.54083 -5.01152  -0.7351
C 2.69291 2.21834 -5.40052  -1.4642
H -0.23739 3.78087 -2.03576  0.2473
H -0.94681 2.45447 -2.93518  0.1755
H -0.13009 3.84990 -3.74718  0.3702
H 2.02437 2.99066 -2.54777  0.3763
H 0.99957 1.88968 -1.69310  -0.1498
H 3.49582 0.81433 -3.34357  0.3011
H 2.44559 0.17080 -2.06685  0.3465
H 1.95746 -1.70452 -3.50611  0.1367
H 2.43680 -0.79487 -4.97625  0.3622
H 3.59468 -1.45250 -3.82316  0.3888
H 0.46684 2.10413 -5.27231  0.5939
H 1.24504 0.67040 -5.66683  0.5038
H 2.41614 2.89302 -6.22063  0.4042
H 3.45434 1.63056 -5.90977  0.3624
H 3.08815 2.82613 -4.59328  0.3345
C 1.50920 1.38642 2.16262  -0.0243
C 1.83127 1.05356 3.60317  -1.1955
N 1.74306 2.13061 4.58946  0.1234
C 2.76270 3.16874 4.30656  -0.3517
C 4.16405 2.62246 4.31990  -1.3421
C 0.44043 2.75285 4.68895  -0.5205
C -0.57263 1.84362 5.39863  -1.2575
H 1.31429 0.53449 1.50697  0.0442
H 2.28578 2.05623 1.78950  0.4467
H 0.54360 1.90788 2.10106  -0.1820
H 1.13374 0.27641 3.94276  0.2910
H 2.79985 0.55618 3.64690  0.4244
H 2.67287 3.91119 5.09985  0.4601
H 2.55249 3.68128 3.35657  0.3087
H 4.81921 3.47200 4.53385  0.3947
H 4.62418 2.28760 3.38133  0.2939
H 4.30758 1.77113 4.98361  0.3489
H 0.51066 3.64595 5.31399  0.5476
H -0.03366 3.14920 3.77556  0.2993
H -1.50185 2.40992 5.49795  0.3837
H -0.74433 0.93646 4.81540  0.1523
H -0.23598 1.58947 6.40146  0.3598



[2]
The following is a DFT calculation (ωB97M-V/def2-TZVPD) of a structure of composition C27H12F15FeGeN2O10P2S in a non-equilibrium geometry.

Computed properties:
Highest occupied orbital energy (spin up / spin down) in eV: -5.26 / -5.22
Total energy in Ha: -7817.88951
ΔE to the lowest compared entry with this formula, charge and spin in kJ/mol: 245.9
Spin multiplicity: 5
⟨S²⟩: 6.014
HOMO-LUMO gap (spin up / spin down) in hartree: 0.236 / 0.234
Total charge: -1
LUMO energy (spin up / spin down) in eV: 1.16 / 1.16

Each line ends with the Mulliken spin population.
Element x y z (Å)
Fe 1.14771 1.07306 -1.24244  3.7887
O 0.45371 4.83796 -3.47564  -0.0008
C 0.66491 3.84186 -2.59664  -0.0011
O 1.21741 2.78846 -2.92724  0.0101
C 0.21801 4.08406 -1.24304  0.0118
C -0.33909 5.27196 -0.74654  -0.0003
C -0.61899 5.35016 0.60116  -0.0017
C -0.28849 4.28066 1.44096  0.0035
C 0.23341 3.13126 0.86546  -0.0108
N 0.42541 3.02746 -0.43694  0.0160
C 0.76881 1.91336 1.59386  0.0122
O 1.42741 2.05846 2.61596  0.0066
O 0.59121 0.82476 0.96086  -0.0180
H 0.76431 4.56726 -4.35214  -0.0009
H -0.50139 6.08946 -1.43154  0.0002
H -1.05419 6.24426 1.02366  -0.0003
H -0.43589 4.33116 2.50656  0.0007
N 4.73611 -0.52674 -1.39674  0.0025
C 4.25531 -0.63824 0.00816  0.0008
C 5.29511 -1.32414 0.84876  -0.0007
P 4.08891 1.18256 0.37706  0.0130
O 3.87881 1.31796 1.93396  0.0009
O 5.39341 1.71766 -0.09504  0.0019
O 2.88711 1.67696 -0.41744  0.0342
P 2.67671 -1.59804 -0.16844  0.0105
O 1.90431 -1.44504 1.19906  0.0004
O 3.03771 -2.99314 -0.46414  0.0030
O 1.97341 -0.83074 -1.30254  0.0400
H 5.28271 0.36936 -1.38604  0.0006
H 3.87601 -0.44054 -1.96844  -0.0014
H 5.27361 -1.34394 -1.69444  0.0004
H 6.19651 -0.71224 0.90306  0.0000
H 5.51231 -2.30774 0.42986  0.0003
H 4.90611 -1.46794 1.85346  0.0002
H 2.96091 1.48536 2.25206  0.0006
H 1.42001 -0.59084 1.29806  0.0036
F -3.61319 0.95866 -0.96274  0.0011
C -3.31089 1.37876 0.27596  -0.0006
C -2.35689 0.70296 1.00906  0.0032
C -2.14589 1.11306 2.31106  -0.0010
F -1.26089 0.46896 3.07266  0.0006
C -2.85309 2.18036 2.86406  -0.0004
F -2.66009 2.57326 4.13326  0.0000
C -3.78309 2.86386 2.09136  0.0000
F -4.46999 3.89506 2.60706  0.0000
C -4.02509 2.45336 0.78876  0.0008
F -4.94649 3.08766 0.04606  0.0000
Ge -1.24449 -0.84744 -0.10584  -0.0259
S -0.82559 0.46676 -1.89804  0.0952
C -3.05049 -1.87864 -0.23914  -0.0033
C -3.62089 -2.32264 -1.41544  -0.0021
F -3.01949 -2.03344 -2.57184  0.0005
C -4.79679 -3.06664 -1.42984  -0.0002
F -5.33839 -3.49504 -2.58064  0.0000
C -5.41739 -3.39264 -0.22984  0.0000
F -6.53669 -4.13144 -0.23174  0.0000
C -4.86019 -2.96894 0.97176  0.0006
F -5.45939 -3.29594 2.12816  0.0000
C -3.69249 -2.21574 0.93806  0.0040
F -3.16239 -1.78784 2.09536  0.0002
C -0.23999 -2.75034 -0.58924  -0.0057
C -0.06649 -3.64834 0.44226  0.0016
F -0.60769 -3.35064 1.63536  0.0003
C 0.60791 -4.84914 0.27406  0.0008
F 0.74641 -5.71264 1.29066  0.0000
C 1.13781 -5.15594 -0.97264  0.0005
F 1.79421 -6.30784 -1.16074  0.0000
C 0.97091 -4.26934 -2.02674  0.0033
F 1.46901 -4.57364 -3.23604  0.0000
C 0.28821 -3.07544 -1.82344  -0.0012
F 0.12041 -2.25904 -2.86734  0.0011



[3]
The following is a DFT calculation (ωB97M-V/def2-TZVPD) of a structure of composition C27H13Cl2F3N6OSScSe.

Computed properties:
Highest occupied orbital energy in eV: -10.63
Total energy in Ha: -6220.89074
HOMO-LUMO gap in hartree: 0.252
Total charge: +1
LUMO energy in eV: -3.76

Each line ends with the natural charge from an NBO analysis.
Element x y z (Å)
Sc 0.25443 -0.19779 -0.10810  1.6653
F 1.19831 -5.40143 0.42920  -0.3127
C 2.38182 -4.89458 0.79247  0.9817
F 2.96186 -5.79257 1.59761  -0.3160
F 3.13667 -4.79819 -0.30504  -0.3065
C 2.22341 -3.56100 1.48001  -0.2164
C 2.63454 -3.39851 2.78524  -0.0831
C 2.47030 -2.17532 3.43299  -0.2801
C 1.88760 -1.15100 2.72320  0.0772
N 1.50257 -1.29736 1.44988  -0.6140
C 1.64740 -2.47122 0.80172  0.1342
S 1.05474 -2.48454 -0.84655  -0.2043
H 3.08160 -4.23300 3.30812  0.2492
H 2.78210 -2.03206 4.45613  0.2414
H 1.71685 -0.17827 3.16876  0.2057
Cl -1.50731 0.53096 -4.64436  0.0528
C 0.08688 0.88765 -4.10317  -0.1012
C 1.05124 1.31359 -5.04500  -0.2028
C 2.32420 1.60334 -4.65534  -0.0557
Cl 3.48629 2.12611 -5.82581  0.0352
C 2.71435 1.47621 -3.29462  -0.0398
C 4.00838 1.72423 -2.79604  -0.0935
C 4.27430 1.54651 -1.46430  -0.2699
C 3.24128 1.11957 -0.61788  0.0988
N 2.01519 0.89226 -1.04503  -0.5398
C 1.73624 1.05694 -2.37443  0.1075
C 0.40067 0.75776 -2.77226  0.3475
O -0.44840 0.36954 -1.82671  -0.7987
H 0.75888 1.40418 -6.08124  0.2540
H 4.78213 2.04796 -3.47876  0.2456
H 5.25982 1.71924 -1.05828  0.2412
H 3.42801 0.95060 0.43672  0.2051
Se -6.83483 2.49663 1.50001  0.9836
N -5.20892 3.24809 1.51246  -0.5776
C -4.34818 2.28493 1.34465  0.1052
C -2.90494 2.49990 1.29470  -0.0734
C -2.33273 3.76384 1.44307  -0.0802
C -0.96167 3.89427 1.39272  -0.2368
C -0.19302 2.75511 1.18226  0.0941
N -0.72393 1.54296 1.04872  -0.5167
C -2.06228 1.40589 1.10521  0.1847
C -2.61383 0.04508 0.94821  0.2571
N -1.73506 -0.95281 0.73724  -0.5364
C -2.19115 -2.19893 0.62232  0.0996
C -3.54397 -2.50911 0.72114  -0.2318
C -4.45096 -1.48914 0.90499  -0.0824
C -3.98609 -0.17658 1.01638  -0.0912
C -4.88236 0.96007 1.20814  0.1182
N -6.17852 0.84579 1.27584  -0.5790
H -2.97705 4.61993 1.59325  0.2550
H -0.48155 4.85557 1.50159  0.2464
H 0.88601 2.81838 1.10973  0.2122
H -1.44298 -2.95607 0.42398  0.2394
H -3.86361 -3.53700 0.63178  0.2479
H -5.51477 -1.67660 0.96247  0.2536